No. 1
C34H34Ge2MoNS4 as an isolated structure at a distorted geometry, computed with the ωB97M-V functional and the def2-TZVPD basis.

Geometry (Å):
Mo  0.6432  -0.3640  -1.4092
S  1.5733  1.8926  -0.9121
C  2.1640  1.1750  0.4935
C  2.9453  1.6941  1.6769
C  2.6517  -0.1870  3.5779
C  3.3333  -1.2758  3.2468
C  3.7125  -1.7780  1.9030
C  2.0655  -0.3675  0.3645
S  1.3565  -2.5805  -1.4159
C  -0.1539  -3.5483  -1.2762
C  -1.3875  -2.7446  -1.4764
C  -2.6400  -3.3102  -1.2916
C  -3.7607  -2.5816  -1.6149
C  -3.5997  -1.3344  -2.2148
C  -2.3359  -0.8293  -2.3819
C  -2.0856  0.4114  -3.1671
S  -0.9117  1.4525  -2.2625
C  -0.0195  2.2049  -3.5984
C  -0.3992  3.4625  -4.0499
C  0.2669  4.0135  -5.1349
C  1.2996  3.3108  -5.7442
C  1.6825  2.0614  -5.2762
C  1.0254  1.5030  -4.1843
S  1.4826  -0.0842  -3.5847
N  -1.2306  -1.4832  -1.9218
H  2.7119  2.7481  1.8157
H  2.5436  0.0329  4.6339
H  3.7292  -1.8744  4.0603
H  3.9955  -2.8227  1.9026
H  -0.1423  -3.9995  -0.2818
H  -0.1247  -4.3544  -2.0118
H  -2.7121  -4.3162  -0.9003
H  -4.7504  -2.9868  -1.4467
H  -4.4510  -0.7728  -2.5746
H  -2.9974  0.9727  -3.3535
H  -1.6129  0.1562  -4.1167
H  -1.2040  3.9982  -3.5616
H  -0.0233  4.9872  -5.5055
H  1.8188  3.7420  -6.5897
H  2.4959  1.5235  -5.7469
C  -1.0156  3.6403  1.0312
Ge  -1.9941  2.0558  1.5962
C  -2.0222  1.8428  3.5197
C  -3.7411  1.9627  0.7464
Ge  -0.6480  0.1492  0.8006
C  1.2482  0.3185  1.4136
C  3.2041  -1.2933  0.5831
C  4.6262  -0.9240  1.0060
C  5.1062  0.4024  1.4426
C  4.4257  1.4910  1.7745
C  2.0042  0.7862  2.6450
C  -1.1947  -1.5374  1.5956
C  -2.5276  -1.6995  1.9826
C  -2.9434  -2.8734  2.5959
C  -2.0331  -3.9014  2.8165
C  -0.7068  -3.7561  2.4271
C  -0.2902  -2.5820  1.8122
H  -1.5802  4.5400  1.2830
H  -0.8526  3.6248  -0.0458
H  -0.0497  3.6947  1.5362
H  -2.7105  2.5791  3.9384
H  -1.0311  2.0219  3.9361
H  -2.3574  0.8469  3.8066
H  -4.3409  2.8276  1.0344
H  -4.2806  1.0627  1.0406
H  -3.6226  1.9737  -0.3382
H  3.2651  -2.0579  -0.1706
H  5.3845  -1.5007  0.4952
H  6.1866  0.4708  1.5091
H  4.9853  2.3408  2.1463
H  1.3714  1.4738  3.2037
H  -3.2431  -0.8987  1.8249
H  -3.9725  -2.9832  2.9132
H  -2.3564  -4.8138  3.3018
H  0.0006  -4.5555  2.6082
H  0.7515  -2.4760  1.5195

frontier orbital gap (spin up / spin down)	5.5851 / 5.0517	eV
HOMO (spin up / spin down)	-13.192 / -13.223	eV
charge	+2
multiplicity	2


No. 2
A 5-piece molecular cluster, C6H21NO5 overall at a distorted geometry, computed with the ωB97M-V functional and the def2-TZVPD basis.

Geometry (Å):
C  2.6198  1.5720  0.3431
C  1.4165  2.1650  1.1791
C  0.8882  1.1173  2.1530
N  0.3049  -0.0717  1.4640
C  -1.0581  -0.4674  1.5169
O  -1.1601  -1.6806  1.4707
C  -2.1626  0.5551  1.8381
C  -2.2826  1.4611  0.5732
H  3.4334  1.3954  1.0528
H  2.5168  0.7160  -0.2672
H  2.7999  2.4085  -0.3106
H  1.8132  3.0161  1.7267
H  0.7102  2.5801  0.4355
H  1.6993  0.6161  2.7172
H  0.0970  1.5415  2.7497
H  0.9427  -0.7498  1.0800
H  -1.7412  1.2885  2.5656
H  -3.0661  -0.0090  2.0929
H  -1.4310  2.1289  0.4761
H  -3.1602  2.0895  0.5194
H  -2.4408  0.9007  -0.3488
O  -1.6029  -0.7189  -2.9788
H  -1.4878  -0.2505  -3.8219
H  -2.3705  -0.3630  -2.5275
O  2.5545  -2.0008  -0.7957
H  3.2915  -2.0463  -1.4232
H  1.9026  -1.9072  -1.5299
O  -2.1690  -3.5797  -1.1395
H  -2.5089  -2.8991  -0.5418
H  -1.4091  -3.8388  -0.6003
O  1.2411  -1.9699  -3.2179
H  0.2963  -1.9256  -3.0331
H  1.5230  -1.0734  -3.4179

frontier orbital gap	9.2531	eV
HOMO	-9.007	eV
charge	0
SMILES string	CCCNC(=O)CC.O.O.O.O


No. 3
C5H6O in the gas phase, computed with the ωB97M-V functional and the def2-TZVPD basis.

Geometry (Å):
C  2.8664  0.1884  0.0726
C  1.6880  0.2790  -0.1560
C  0.2684  0.1606  -0.4904
C  -0.6084  -0.1136  0.7370
C  -2.0715  -0.2583  0.4011
O  -2.5409  -0.0604  -0.6941
H  3.9073  0.1767  0.2998
H  0.2284  -0.6698  -1.2020
H  -0.1184  1.0303  -1.0324
H  -0.2803  -1.0119  1.2763
H  -0.5305  0.7025  1.4713
H  -2.7250  -0.5544  1.2509

frontier orbital gap	10.8100	eV
HOMO	-9.903	eV
charge	0
SMILES string	C#CCCC=O


No. 4
A 9-piece molecular cluster, C23H64O9 overall at a distorted geometry, computed with the ωB97M-V functional and the def2-TZVPD basis.

Geometry (Å):
C  -2.6512  0.8373  -4.3748
C  -2.9582  -0.4917  -3.7548
C  -2.0922  -0.7687  -2.5408
O  -4.1232  -0.7467  -3.4778
H  -1.6562  1.1613  -4.5798
H  -3.0182  1.5723  -3.7228
H  -3.1842  1.0973  -5.3448
H  -2.7452  -1.1217  -4.5758
H  -2.0922  -1.7897  -2.2288
H  -2.5312  -0.2447  -1.6958
H  -1.1592  -0.3827  -2.7068
H  -4.7222  -0.9687  -4.2168
C  -4.5902  -2.1207  2.4932
C  -3.6832  -1.0037  1.9502
C  -3.1012  -0.1567  3.0152
O  -2.8062  -1.3157  1.1312
H  -3.9452  -3.0397  2.8832
H  -5.2402  -2.3977  1.7192
H  -5.2332  -1.7227  3.1882
H  -4.2482  -0.2497  1.4202
H  -2.5592  0.6733  2.5852
H  -2.5202  -0.6567  3.8372
H  -3.8532  0.3443  3.4812
H  -3.3502  -1.5167  0.3472
C  6.1418  -2.9277  0.9632
C  5.0178  -2.1147  0.2722
C  5.2628  -0.6627  0.4192
O  4.9168  -2.3667  -0.9878
H  6.0168  -3.9497  0.7072
H  6.0258  -2.8687  2.0272
H  7.1098  -2.4797  0.7592
H  3.9478  -2.2317  0.6892
H  6.0338  -0.2367  -0.1758
H  5.4168  -0.4277  1.4222
H  4.3088  -0.1907  0.1422
H  4.2728  -3.0317  -1.0878
C  2.6818  3.9943  0.4762
C  3.5548  3.1553  -0.3868
C  4.7978  2.6063  0.3922
O  3.0438  2.1273  -0.8758
H  1.9318  4.4593  -0.1978
H  3.2488  4.8173  0.8072
H  2.1048  3.4613  1.2612
H  4.0308  3.7743  -1.1678
H  4.5128  2.1523  1.2562
H  5.3258  3.5093  0.5992
H  5.5318  2.0293  -0.2548
H  3.6518  1.6303  -1.3998
C  1.7988  0.0693  1.5032
C  0.2498  -0.0147  1.4622
C  -0.5062  0.6213  0.2812
O  -0.2002  -1.1557  1.6482
H  2.0748  1.1213  1.8312
H  2.1758  0.0173  0.5042
H  2.1068  -0.7867  2.0222
H  -0.2142  0.5183  2.3442
H  -1.5982  0.5263  0.4962
H  -0.1832  0.2343  -0.7038
H  -0.1952  1.6523  0.3842
H  -1.1072  -1.1517  1.4282
C  1.6338  -1.7637  -1.9058
C  1.3598  -2.7907  -0.8538
C  -0.1042  -3.1957  -0.7108
O  2.0838  -3.7847  -0.9618
H  1.2108  -2.2507  -2.8198
H  2.7658  -1.7377  -2.0048
H  1.3478  -0.7347  -1.7718
H  1.6408  -2.4217  0.1612
H  -0.5062  -3.7197  -1.5268
H  -0.6502  -2.1917  -0.7118
H  -0.4582  -3.6877  0.2052
H  2.0118  -4.3667  -0.1718
C  -3.3102  3.1833  1.6432
C  -3.9442  2.7783  0.3072
C  -3.1812  3.5763  -0.7648
O  -3.9322  1.5583  -0.0498
H  -3.8702  2.6393  2.3592
H  -3.2422  4.3293  1.8682
H  -2.2772  2.8543  1.6822
H  -5.0312  3.0443  0.4102
H  -3.1772  3.1743  -1.7298
H  -2.1392  3.8313  -0.4538
H  -3.6212  4.5813  -0.7408
H  -4.3292  1.5033  -0.9508
C  -0.4062  2.4143  -2.4828
O  0.6098  3.2913  -2.0178
H  -1.1442  2.9763  -3.1038
H  -1.0142  2.0373  -1.7348
H  -0.1122  1.6433  -3.2308
H  1.1718  2.7883  -1.5008
C  -1.0332  -3.5627  3.5232
O  0.3048  -3.4097  2.9912
H  -1.2242  -2.6137  4.0662
H  -1.1342  -4.3597  4.2052
H  -1.8162  -3.7087  2.8282
H  0.2898  -2.7787  2.2572

frontier orbital gap	9.2473	eV
HOMO	-8.947	eV
charge	0
SMILES string	CC(C)O.CC(C)O.CC(C)O.CC(C)O.CC(C)O.CC(C)O.CC(C)O.CO.CO


No. 5
C28H19ClN5OSV as an isolated structure at a distorted geometry, computed with the ωB97M-V functional and the def2-TZVPD basis.

Geometry (Å):
V  0.6459  0.3017  -0.1235
Cl  7.4402  2.0536  0.2253
C  5.7651  1.8419  -0.1119
C  5.0157  2.9229  -0.5948
C  3.6761  2.7820  -0.8852
C  3.0401  1.5658  -0.6743
O  1.7327  1.4279  -0.9712
C  3.7916  0.4679  -0.1931
C  3.2396  -0.8563  -0.1666
N  1.9657  -1.0890  -0.2702
C  1.4150  -2.3137  -0.7894
C  1.8975  -3.5762  -0.6687
C  1.2512  -4.6375  -1.3517
C  0.1644  -4.4126  -2.1435
C  -0.3614  -3.1020  -2.2741
C  -1.4850  -2.7638  -3.0556
C  -1.9248  -1.4689  -3.1035
C  -1.2510  -0.4935  -2.3630
N  -0.1880  -0.7670  -1.6236
C  0.2607  -2.0668  -1.5747
C  5.1693  0.6262  0.0656
H  5.5088  3.8735  -0.7528
H  3.0995  3.6071  -1.2827
H  3.9326  -1.6953  -0.1868
H  2.7672  -3.7864  -0.0576
H  1.6444  -5.6394  -1.2484
H  -0.3044  -5.2293  -2.6780
H  -1.9954  -3.5368  -3.6189
H  -2.7812  -1.1869  -3.6989
H  -1.5854  0.5364  -2.3779
H  5.7556  -0.2178  0.4082
N  -2.7819  1.0074  1.8649
C  -3.7809  0.0505  1.4887
C  -5.1135  0.4027  1.5504
C  -6.0829  -0.5135  1.1643
C  -5.7118  -1.7628  0.6964
C  -4.3662  -2.1054  0.6204
C  -3.4025  -1.2009  1.0348
S  -1.6968  -1.6755  1.0717
N  -0.9580  -0.1150  0.9656
C  -1.5208  0.9464  1.4582
C  -0.5991  2.1218  1.6231
C  -1.0103  3.3981  1.9177
C  -0.0417  4.3511  2.2177
C  1.2854  3.9760  2.2323
C  1.6195  2.6795  1.8707
N  0.7046  1.7672  1.5420
H  -3.1064  1.8585  2.2982
H  -5.4017  1.3860  1.9059
H  -7.1276  -0.2432  1.2294
H  -6.4661  -2.4763  0.3940
H  -4.0687  -3.0856  0.2669
H  -2.0591  3.6656  1.9207
H  -0.3308  5.3667  2.4528
H  2.0637  4.6749  2.5064
H  2.6509  2.3575  1.8487

frontier orbital gap (spin up / spin down)	7.0135 / 6.9697	eV
HOMO (spin up / spin down)	-13.527 / -13.665	eV
charge	+2
multiplicity	3


No. 6
A 2-piece molecular cluster, C22H30F3NO3S overall at a distorted geometry, computed with the ωB97M-V functional and the def2-TZVPD basis.

Geometry (Å):
C  0.4336  0.5643  -2.1371
O  1.3242  0.6211  -1.0178
C  2.6140  0.6339  -1.3947
O  2.9621  0.5511  -2.5632
C  3.5852  0.7526  -0.2432
C  4.2588  2.1350  -0.3113
C  5.7360  1.8807  -0.6055
C  5.9556  0.3678  -0.5066
N  4.6322  -0.2158  -0.4195
C  4.4159  -1.5545  -0.5297
C  3.1801  -2.1503  -0.7490
C  3.0958  -3.3812  -1.5778
C  4.3949  -4.2549  -1.6513
C  5.4785  -3.8475  -0.6726
C  5.6993  -2.3407  -0.6187
H  -0.5638  0.6119  -1.7041
H  0.6180  1.4139  -2.8050
H  0.5893  -0.3733  -2.6831
H  3.0147  0.6037  0.6840
H  3.8194  2.7586  -1.1023
H  4.1197  2.6255  0.6562
H  5.9835  2.2053  -1.6223
H  6.3902  2.4152  0.0870
H  6.5037  0.0192  -1.3982
H  6.5861  0.1167  0.3658
H  2.2403  -1.6314  -0.5476
H  2.2635  -4.0514  -1.3030
H  2.8963  -3.0650  -2.6247
H  4.1545  -5.3174  -1.4788
H  4.8181  -4.2075  -2.6700
H  5.2220  -4.2119  0.3229
H  6.4032  -4.3268  -0.9972
H  6.2624  -2.0466  -1.5296
H  6.3545  -2.0957  0.2319
C  -4.7689  1.7510  3.5445
C  -5.5435  1.7949  2.2430
C  -6.2852  3.1157  2.1634
O  -6.5093  0.7325  2.2523
S  -5.8376  -0.8551  2.0869
C  -7.4900  -1.6207  2.1528
F  -7.3920  -2.8716  2.7078
F  -8.3676  -0.8909  2.8873
F  -8.0233  -1.7421  0.8976
C  -4.7143  1.5823  0.9735
C  -5.2580  0.8524  -0.0840
C  -4.4242  0.3785  -1.1008
C  -3.1592  0.9450  -1.2655
C  -2.6847  1.8574  -0.3247
C  -3.4372  2.1295  0.8295
H  -4.1476  2.6441  3.6458
H  -5.4609  1.7162  4.3954
H  -4.1230  0.8690  3.5958
H  -5.5492  3.9257  2.1860
H  -6.8387  3.2038  1.2251
H  -6.9709  3.2709  3.0031
H  -6.3159  0.5999  -0.1306
H  -4.7963  -0.4036  -1.7579
H  -2.5792  0.6813  -2.1567
H  -1.7287  2.3642  -0.4754
H  -3.0364  2.7651  1.6220

frontier orbital gap	7.2908	eV
HOMO	-7.047	eV
charge	0
SMILES string	COC(=O)[C@@H]1CCCN1C1=CCCCC1.CC(C)(OSC(F)(F)F)c1ccccc1


No. 7
A 10-piece molecular cluster, C62H67BF9N3O3P overall at a distorted geometry, computed with the ωB97M-V functional and the def2-TZVPD basis.

Geometry (Å):
C  1.0468  -2.2616  3.2076
B  -0.1086  -1.2503  3.7255
O  -0.2542  -1.0686  5.1714
P  -1.2340  -0.2785  2.4446
C  0.0567  1.1558  2.6764
N  1.3643  0.8874  2.0053
O  -2.2461  -1.7390  2.4608
C  -3.2884  -1.5584  1.4621
C  -2.6419  -2.2480  0.2069
C  -3.5496  -2.2789  -1.0629
N  -3.1050  -2.8487  -2.1421
C  -3.4903  0.0105  1.4629
C  -4.7562  0.6312  0.7618
C  -5.9840  0.5438  1.7607
N  -7.2341  0.0254  1.0821
O  -2.2223  0.6658  1.3195
H  1.0936  -2.3416  2.0920
H  2.0655  -1.9791  3.5797
H  0.7840  -3.2872  3.5997
H  -0.9336  -1.7045  5.4338
H  -0.3661  -0.7777  1.4060
H  -1.8302  0.2910  3.6487
H  -0.3838  2.1503  2.3810
H  0.2855  1.2296  3.7860
H  1.2927  1.0284  0.9945
H  1.9964  1.6234  2.3420
H  -4.2740  -1.9906  1.7884
H  -2.4423  -3.3197  0.4820
H  -1.6453  -1.7901  -0.0157
H  -4.5797  -1.8501  -1.1137
H  -3.8300  -2.7836  -2.8732
H  -3.7128  0.2118  2.5594
H  -4.5823  1.7274  0.5767
H  -4.9910  0.1604  -0.2311
H  -6.2162  1.5550  2.1927
H  -5.7862  -0.1650  2.6132
H  -6.9165  -0.8550  0.6490
H  -7.8100  -0.3004  1.8666
F  3.3079  0.5022  -0.2925
C  4.1288  1.5501  -0.4301
C  4.5531  2.2308  0.6983
C  5.4092  3.3160  0.5564
C  5.8217  3.7140  -0.7119
C  5.3841  3.0242  -1.8381
C  4.5369  1.9319  -1.6968
H  4.2142  1.9103  1.6754
H  5.7534  3.8512  1.4323
H  6.4861  4.5642  -0.8215
H  5.7024  3.3377  -2.8251
H  4.1924  1.3772  -2.5609
F  5.6410  5.4589  3.2757
C  6.6226  6.2712  2.8504
C  6.3804  7.1344  1.7958
C  7.3944  7.9777  1.3597
C  8.6413  7.9408  1.9751
C  8.8732  7.0655  3.0301
C  7.8571  6.2289  3.4751
H  5.4060  7.1434  1.3231
H  7.2128  8.6623  0.5402
H  9.4329  8.5962  1.6309
H  9.8456  7.0344  3.5063
H  8.0170  5.5469  4.3009
F  5.2523  7.4318  -1.5516
C  4.4468  7.1827  -2.5997
C  3.3389  6.3720  -2.4270
C  2.5051  6.1189  -3.5084
C  2.7945  6.6710  -4.7522
C  3.9137  7.4804  -4.9137
C  4.7432  7.7430  -3.8299
H  3.1340  5.9441  -1.4533
H  1.6314  5.4917  -3.3823
H  2.1454  6.4692  -5.5964
H  4.1404  7.9069  -5.8837
H  5.6144  8.3778  -3.9345
F  4.9204  3.6146  -5.2912
C  5.9266  3.8451  -6.1477
C  7.0010  2.9731  -6.1823
C  8.0403  3.2102  -7.0736
C  7.9982  4.3203  -7.9110
C  6.9150  5.1908  -7.8620
C  5.8699  4.9498  -6.9791
H  7.0196  2.1187  -5.5170
H  8.8826  2.5306  -7.1150
H  8.8117  4.5060  -8.6025
H  6.8847  6.0574  -8.5113
H  5.0147  5.6119  -6.9331
F  -6.7118  -2.2595  -0.9660
C  -7.4828  -2.4551  -2.0499
C  -8.6316  -3.2182  -1.9368
C  -9.4306  -3.4161  -3.0564
C  -9.0632  -2.8568  -4.2766
C  -7.9032  -2.0964  -4.3765
C  -7.1100  -1.8887  -3.2556
H  -8.8948  -3.6514  -0.9798
H  -10.3323  -4.0033  -2.9776
H  -9.6820  -3.0146  -5.1500
H  -7.6165  -1.6651  -5.3280
H  -6.2076  -1.2919  -3.3123
F  -12.3586  -4.1086  -3.6159
C  -12.5030  -4.7109  -4.8107
C  -12.1310  -4.0374  -5.9611
C  -12.2768  -4.6634  -7.1928
C  -12.8018  -5.9496  -7.2605
C  -13.1764  -6.6125  -6.0975
C  -13.0218  -5.9927  -4.8638
H  -11.7328  -3.0337  -5.8893
H  -11.9821  -4.1490  -8.0991
H  -12.9188  -6.4349  -8.2223
H  -13.5891  -7.6125  -6.1513
H  -13.3000  -6.4970  -3.9468
F  4.8263  1.0281  9.7187
C  4.0291  0.8199  8.6492
C  2.8897  0.0471  8.7921
C  2.0661  -0.1637  7.6917
C  2.3963  0.3908  6.4614
C  3.5464  1.1613  6.3297
C  4.3664  1.3829  7.4311
H  2.6522  -0.3843  9.7575
H  1.1675  -0.7604  7.7919
H  1.7547  0.2207  5.6054
H  3.8049  1.5898  5.3689
H  5.2615  1.9874  7.3489
F  0.3476  -7.3791  -4.7099
C  -0.9597  -7.0603  -4.6856
C  -1.8529  -7.8095  -5.4323
C  -3.2034  -7.4837  -5.4037
C  -3.6419  -6.4080  -4.6381
C  -2.7327  -5.6605  -3.8963
C  -1.3839  -5.9914  -3.9154
H  -1.4908  -8.6383  -6.0283
H  -3.9131  -8.0674  -5.9779
H  -4.6952  -6.1523  -4.6200
H  -3.0728  -4.8199  -3.3029
H  -0.6635  -5.4260  -3.3374
F  6.6515  -4.1389  11.0045
C  5.4957  -4.3403  10.3445
C  4.8666  -3.2686  9.7348
C  3.6763  -3.4788  9.0497
C  3.1244  -4.7546  8.9913
C  3.7644  -5.8212  9.6122
C  4.9606  -5.6153  10.2889
H  5.3072  -2.2808  9.7978
H  3.1793  -2.6495  8.5625
H  2.1938  -4.9158  8.4600
H  3.3319  -6.8135  9.5694
H  5.4777  -6.4357  10.7712

frontier orbital gap	5.4778	eV
HOMO	-3.668	eV
charge	-1